one:
The following is a quantum chemistry calculation of C10H8N2O as an isolated structure, from the Open Molecules 2025 dataset.

Geometry (Å):
C 2.29 -0.56 -0.02
C 0.93 0.14 -0.25
C 1.19 1.52 -0.40
C 0.20 2.66 0.04
C -1.08 2.20 0.08
C -1.28 0.74 -0.08
C -2.66 0.37 0.03
C -2.98 -0.98 0.23
C -1.98 -1.88 -0.03
C -0.33 -0.30 -0.03
H 1.41 -2.31 0.23
H 3.34 -2.15 0.33
H 2.29 1.52 -0.65
H 0.59 3.73 0.06
H -1.84 3.04 0.35
H -3.34 1.17 -0.01
H -3.94 -1.58 0.11
H -2.14 -3.02 -0.10
N 2.24 -1.88 -0.30
N -0.64 -1.63 0.01
O 3.34 0.08 0.53

Computed properties:
**Kohn-Sham gap**: 8.5 eV
**Charge**: 0

Results of the Löwdin charge analysis, in e, for atoms 1 through 5: atom 1 (C): -0.45, atom 2 (C): -0.14, atom 3 (C): 0.06, atom 4 (C): -0.02, atom 5 (C): -0.06

***

two:
The following is a quantum chemistry calculation of one molecule with the formula C10H8N2O, from the Open Molecules 2025 dataset.

Geometry (Å):
O 0.45 -2.29 2.52
C 0.67 -1.46 1.66
C -0.35 -0.40 1.23
C -1.32 0.02 2.12
C -2.32 0.93 1.73
C -2.34 1.49 0.49
C -1.42 1.07 -0.43
C -0.44 0.15 -0.10
N 0.56 -0.17 -1.04
C 1.87 0.02 -0.81
C 2.56 -0.27 -1.98
C 1.53 -0.61 -2.84
N 0.34 -0.59 -2.25
H 1.65 -1.49 1.16
H -1.24 -0.41 3.12
H -3.08 1.23 2.52
H -3.15 2.20 0.27
H -1.44 1.38 -1.50
H 2.35 0.36 0.07
H 3.64 -0.24 -2.06
H 1.47 -0.93 -3.89

Computed properties:
**Kohn-Sham gap**: 9.2 eV
**SMILES string**: O=Cc1ccccc1-n1cccn1
**Charge**: 0

Results of the Löwdin charge analysis, in e, for atoms 1 through 5: atom 1 (O): 0.06, atom 2 (C): -0.18, atom 3 (C): -0.09, atom 4 (C): -0.02, atom 5 (C): -0.08

***

three:
The following is a quantum chemistry calculation of one molecule with the formula C10H8N2O, from the Open Molecules 2025 dataset.

Geometry (Å):
C 0.29 -0.45 -2.96
N 0.66 -0.35 -1.56
C 2.00 -0.31 -1.07
O 3.00 -0.53 -1.66
C 1.75 -0.18 0.66
N 2.13 -0.03 1.84
C 0.92 0.27 2.70
C -0.22 0.34 1.85
C -1.62 0.46 1.83
C -2.26 0.42 0.60
C -1.65 0.11 -0.64
C -0.30 -0.09 -0.64
C 0.29 0.01 0.61
H 0.11 0.52 -3.27
H 1.11 -0.95 -3.49
H -0.70 -0.80 -2.96
H 1.22 0.91 3.49
H 0.85 -0.71 3.11
H -2.11 0.73 2.73
H -3.30 0.63 0.44
H -2.17 0.00 -1.60

Computed properties:
**Kohn-Sham gap**: 8.7 eV
**SMILES string**: CN1C(=O)C2=NCc3cccc1c32
**Charge**: 0

Results of the Löwdin charge analysis, in e, for atoms 1 through 5: atom 1 (C): 0.02, atom 2 (N): -0.04, atom 3 (C): -0.24, atom 4 (O): 0.12, atom 5 (C): -0.07

***

four:
The following is a quantum chemistry calculation of one molecule with the formula C10H8N2O, from the Open Molecules 2025 dataset.

Geometry (Å):
C 0.81 -1.39 1.03
C 1.20 -2.63 0.70
C 0.20 -2.42 -1.43
C -0.60 -1.33 -1.02
C -0.03 -0.60 0.21
C -1.72 -0.93 -1.69
C -3.02 0.64 -0.36
C -0.58 1.92 -0.21
C 0.25 1.95 1.07
C -0.11 0.72 0.39
N 0.95 -3.11 -0.62
N -2.61 -0.03 -1.26
O -3.54 1.26 0.50
H 1.20 -0.86 1.89
H 1.82 -3.04 1.45
H 0.11 -2.68 -2.46
H -2.09 -1.36 -2.52
H -1.55 2.37 -0.39
H 0.01 2.47 -1.04
H 1.34 2.21 1.10
H -0.31 2.24 1.93

Computed properties:
**Kohn-Sham gap (spin up / spin down)**: 7.2 / 7.2 eV
**Charge**: 0

Results of the Löwdin charge analysis, in e, for atoms 1 through 5: atom 1 (C): -0.06, atom 2 (C): -0.11, atom 3 (C): -0.12, atom 4 (C): -0.11, atom 5 (C): -0.11

***

two wins, 27.2 kcal/mol ahead of the next structure.